No. 1
The following is a quantum chemistry calculation of a cluster of 10 separate species, C70H61FINO40S in total in a non-equilibrium geometry, from the OMol25 dataset.

The geometry in XYZ format:
```
175
Properties=species:S:1:pos:R:3:forces:R:3:lowdin_charge:R:1
C 0.372 4.154 6.641 -0.34 0.90 0.13 -0.073
C -1.204 4.595 6.296 1.11 -0.73 1.26 -0.251
F -1.146 6.030 5.938 -0.43 -2.98 0.40 -0.090
C -1.903 3.621 5.180 -0.23 -0.05 0.02 -0.054
C -2.441 4.375 3.828 -0.09 0.66 -1.93 -0.319
C -3.355 3.425 2.802 -0.26 -0.95 1.49 -0.104
C -2.680 1.966 2.485 -0.38 -0.74 -0.96 -0.184
C -2.070 1.899 0.965 -0.96 0.30 0.04 -0.194
C -1.332 0.488 0.578 0.64 1.30 -1.23 -0.173
N -0.559 -0.165 1.702 0.53 -3.29 2.85 -0.177
C -1.024 -1.562 2.104 4.62 0.68 3.68 -0.058
C -0.002 -2.067 3.292 -0.18 3.57 -2.09 -0.088
C 1.103 -0.864 3.615 -5.23 0.06 -4.65 -0.050
C 0.615 0.288 2.539 -0.03 -3.54 1.84 -0.067
O -3.430 5.473 4.094 2.15 1.73 -0.84 -0.223
S -2.949 6.984 3.381 -3.67 5.56 -0.91 0.922
O -3.255 8.162 4.380 2.16 -5.44 -3.33 -0.322
O -3.681 7.328 2.028 3.20 -2.68 4.96 -0.336
O -1.274 6.683 3.023 -3.10 -2.00 2.04 -0.219
C -1.338 5.191 2.874 0.14 -2.10 -3.47 -0.259
C 0.123 4.484 2.598 0.35 1.07 1.18 -0.170
C 0.943 5.316 1.448 1.78 0.03 1.55 -0.713
C 2.512 4.740 1.397 -0.85 0.29 -0.73 -0.177
I 0.152 5.124 -0.584 0.00 0.02 0.82 0.838
H 0.443 3.309 7.448 -0.43 1.47 -1.63 0.081
H 0.847 5.127 7.137 -0.85 -2.17 -1.27 0.101
H 0.963 3.808 5.682 -1.19 0.85 1.95 0.070
H -1.783 4.460 7.322 1.01 0.83 -2.31 0.152
H -1.102 2.776 4.927 -1.77 1.98 0.15 0.125
H -2.822 3.037 5.668 1.93 1.47 -1.07 0.149
H -3.707 4.011 1.839 1.09 -1.07 2.00 0.144
H -4.353 3.204 3.417 2.17 0.60 -1.22 0.137
H -3.554 1.161 2.536 1.92 1.61 -0.02 0.127
H -1.855 1.620 3.238 -1.64 0.86 -1.23 0.092
H -2.991 2.010 0.223 2.19 -0.15 1.64 0.105
H -1.371 2.831 0.777 -1.27 -2.03 0.33 0.046
H -2.113 -0.279 0.102 1.88 1.60 1.42 0.135
H -0.534 0.749 -0.271 -1.82 -0.64 1.69 0.133
H -1.934 -2.189 1.667 2.30 1.99 0.81 0.112
H -0.020 -3.122 3.846 -0.12 2.65 -1.52 0.076
H 1.979 -0.866 4.402 -2.04 0.24 -1.96 0.061
H 1.159 1.322 2.461 -1.52 -2.20 -0.31 0.085
H -1.832 5.121 1.791 0.83 -0.09 2.23 0.114
H 0.781 4.553 3.590 -1.30 -0.01 -2.09 0.124
H 0.024 3.320 2.379 -0.10 2.64 0.21 0.106
H 0.962 6.481 1.691 -0.24 -2.66 -0.54 0.108
H 3.103 5.153 2.320 -1.13 -1.06 -1.70 0.091
H 2.429 3.572 1.347 0.38 2.19 0.37 0.077
H 3.038 5.079 0.394 -1.09 -0.54 2.19 0.056
C 4.097 0.898 8.342 -0.16 -0.10 -0.35 0.080
C 4.119 1.102 9.660 1.39 1.07 0.18 -0.203
C 3.116 0.467 10.559 -0.51 -0.26 0.91 -0.305
O 3.174 0.658 11.769 0.21 0.06 -0.90 0.109
C 2.076 -0.373 9.946 0.17 0.17 0.30 0.078
C 2.051 -0.574 8.627 -1.53 -1.16 -0.29 -0.207
C 3.071 0.038 7.732 0.57 0.29 -0.80 -0.297
O 3.033 -0.180 6.526 -0.23 -0.02 0.83 0.089
O 1.075 -1.361 8.043 1.63 1.18 0.06 0.080
O 5.079 1.912 10.241 -1.48 -1.16 -0.01 0.071
H 4.821 1.351 7.677 0.01 -0.08 0.05 0.128
H 1.342 -0.814 10.608 0.05 0.02 -0.03 0.138
H 1.273 -1.353 7.082 -0.13 -0.01 0.36 0.108
H 4.884 1.898 11.203 0.06 0.00 -0.36 0.119
C -3.495 0.674 -5.285 -0.33 0.06 -0.17 0.080
C -2.845 0.921 -4.146 1.74 -0.28 -0.45 -0.199
C -3.573 1.333 -2.914 -0.31 0.25 0.70 -0.282
O -2.951 1.535 -1.877 -0.16 -0.25 -0.96 0.074
C -5.034 1.490 -2.996 0.39 -0.02 0.26 0.088
C -5.683 1.247 -4.137 -1.91 0.39 0.45 -0.209
C -4.958 0.807 -5.360 0.41 -0.31 -1.10 -0.324
O -5.584 0.573 -6.389 0.07 0.23 0.96 0.109
O -7.055 1.394 -4.222 1.96 -0.38 -0.62 0.083
O -1.470 0.800 -4.068 -1.80 0.35 0.70 0.083
H -2.979 0.371 -6.187 -0.06 -0.02 0.07 0.144
H -5.548 1.808 -2.099 0.01 0.00 -0.05 0.140
H -7.286 1.159 -5.147 -0.01 0.20 0.30 0.111
H -1.240 1.030 -3.142 -0.06 -0.09 -0.40 0.111
C 6.132 4.852 -2.705 -0.43 0.15 0.11 0.078
C 6.874 3.938 -3.334 1.96 0.60 0.27 -0.203
C 6.249 2.778 -4.028 -0.14 -0.92 -0.56 -0.302
O 6.956 1.965 -4.613 -0.26 0.70 0.47 0.106
C 4.784 2.651 -3.975 0.38 -0.13 -0.11 0.078
C 4.043 3.562 -3.343 -1.84 -0.63 -0.23 -0.206
C 4.666 4.737 -2.673 0.18 0.94 0.56 -0.304
O 3.956 5.568 -2.116 0.24 -0.75 -0.41 0.082
O 2.666 3.448 -3.287 1.84 0.80 0.31 0.061
O 8.253 4.038 -3.366 -1.98 -0.80 -0.20 0.070
H 6.573 5.701 -2.199 -0.03 -0.05 -0.04 0.138
H 4.345 1.793 -4.468 0.03 0.05 0.02 0.138
H 2.359 4.229 -2.777 0.04 -0.27 -0.12 0.059
H 8.559 3.260 -3.881 -0.02 0.38 0.03 0.093
C 11.024 5.277 -5.677 0.21 0.22 0.04 0.083
C 10.239 4.532 -6.458 -0.69 -1.08 1.20 -0.197
C 10.154 4.773 -7.925 -0.31 -0.10 -1.05 -0.303
O 9.439 4.059 -8.620 0.41 0.34 0.77 0.110
C 10.942 5.881 -8.488 -0.24 -0.30 -0.01 0.078
C 11.723 6.629 -7.707 0.78 1.28 -1.20 -0.208
C 11.829 6.370 -6.245 0.35 0.16 1.06 -0.304
O 12.570 7.062 -5.555 -0.49 -0.36 -0.77 0.108
O 12.464 7.673 -8.229 -0.69 -1.23 1.42 0.080
O 9.477 3.505 -5.932 0.72 1.09 -1.46 0.063
H 11.097 5.111 -4.610 0.00 0.02 -0.06 0.138
H 10.857 6.057 -9.553 0.00 -0.02 0.06 0.138
H 12.946 8.058 -7.465 -0.19 -0.16 -0.31 0.117
H 8.999 3.116 -6.697 0.15 0.07 0.31 0.122
C 8.622 1.600 9.344 -0.23 -0.14 -0.31 0.082
C 9.800 1.843 9.923 -0.43 0.82 1.64 -0.205
C 11.080 1.474 9.258 1.09 -0.12 -0.16 -0.305
O 12.147 1.727 9.806 -0.92 -0.07 -0.15 0.108
C 11.009 0.805 7.949 0.18 0.15 0.29 0.078
C 9.831 0.559 7.372 0.46 -0.87 -1.63 -0.207
C 8.553 0.953 8.024 -0.99 0.18 0.28 -0.297
O 7.487 0.730 7.460 0.81 0.01 0.11 0.099
O 9.757 -0.072 6.143 -0.71 0.88 1.63 0.080
O 9.873 2.448 11.164 0.69 -0.84 -1.68 0.082
H 7.684 1.865 9.815 0.01 -0.01 -0.05 0.122
H 11.946 0.526 7.485 -0.05 0.02 0.03 0.138
H 8.799 -0.134 5.939 0.40 0.03 0.08 0.116
H 10.832 2.515 11.365 -0.38 -0.02 -0.08 0.117
C -5.121 -4.311 -4.072 0.11 0.49 -0.27 0.085
C -5.915 -5.188 -3.455 0.99 -1.74 0.67 -0.182
C -7.356 -4.894 -3.218 -1.11 -0.15 0.30 -0.297
O -8.065 -5.728 -2.665 0.76 0.48 -0.38 0.113
C -7.875 -3.591 -3.660 -0.09 -0.28 0.14 0.083
C -7.080 -2.713 -4.274 -1.07 1.35 -0.25 -0.196
C -5.647 -3.018 -4.536 1.03 -0.04 -0.30 -0.286
O -4.945 -2.198 -5.119 -0.68 -0.32 0.46 0.114
O -7.561 -1.485 -4.690 1.33 -1.47 0.31 0.060
O -5.428 -6.405 -3.014 -4.26 3.08 1.41 0.032
H -4.073 -4.513 -4.253 -0.07 0.04 0.02 0.133
H -8.919 -3.383 -3.466 0.03 -0.02 -0.02 0.139
H -6.795 -1.032 -5.107 -0.31 -0.22 -0.06 0.081
H -6.195 -6.860 -2.603 0.11 0.28 -0.05 0.131
C -0.340 -7.954 -5.062 -0.30 -0.04 -0.22 0.077
C 0.310 -7.707 -3.923 1.81 -0.31 -0.44 -0.208
C -0.418 -7.294 -2.691 -0.32 0.33 0.95 -0.303
O 0.204 -7.093 -1.654 -0.12 -0.21 -0.80 0.104
C -1.878 -7.138 -2.774 0.42 0.17 0.20 0.066
C -2.527 -7.381 -3.914 -1.70 0.16 0.10 -0.186
C -1.803 -7.821 -5.138 0.26 -0.31 -0.98 -0.302
O -2.429 -8.054 -6.166 0.20 0.25 0.85 0.107
O -3.900 -7.233 -3.999 4.75 -1.85 -2.24 0.030
O 1.685 -7.828 -3.845 -1.81 0.36 0.66 0.079
H 0.177 -8.257 -5.965 -0.03 0.01 0.06 0.137
H -2.393 -6.820 -1.876 0.04 -0.08 -0.10 0.126
H -4.131 -7.469 -4.924 0.19 -0.01 0.26 0.134
H 1.915 -7.598 -2.919 -0.10 -0.09 -0.37 0.116
C -10.028 -2.020 -6.829 0.16 0.23 -0.15 0.083
C -11.078 -2.843 -6.797 0.45 -1.20 1.23 -0.203
C -12.259 -2.625 -7.677 -0.97 -0.14 -0.45 -0.306
O -13.201 -3.409 -7.639 0.81 0.38 0.20 0.107
C -12.248 -1.455 -8.569 -0.15 -0.32 0.15 0.078
C -11.199 -0.630 -8.598 -0.49 1.32 -1.30 -0.207
C -10.007 -0.863 -7.738 0.95 0.10 0.49 -0.297
O -9.051 -0.098 -7.801 -0.81 -0.32 -0.12 0.107
O -11.183 0.473 -9.432 0.71 -1.26 1.37 0.080
O -11.107 -3.930 -5.943 -0.65 1.20 -1.35 0.076
H -9.162 -2.168 -6.196 -0.08 0.07 -0.07 0.110
H -13.120 -1.298 -9.190 0.05 -0.02 0.03 0.138
H -10.318 0.909 -9.271 -0.35 -0.18 -0.08 0.117
H -11.969 -4.369 -6.108 0.34 0.17 0.06 0.117
C -3.833 -8.204 1.256 0.08 -0.12 -0.41 0.080
C -3.790 -8.493 2.558 -0.72 1.59 0.90 -0.206
C -3.269 -9.801 3.043 0.31 -0.85 0.71 -0.304
O -3.224 -10.031 4.246 -0.17 0.46 -0.83 0.109
C -2.826 -10.782 2.039 -0.06 0.12 0.35 0.080
C -2.873 -10.493 0.737 0.67 -1.56 -0.84 -0.204
C -3.368 -9.175 0.254 -0.29 0.78 -0.54 -0.292
O -3.381 -8.933 -0.948 0.04 -0.48 0.75 0.096
O -2.461 -11.411 -0.212 -0.71 1.74 0.66 0.082
O -4.228 -7.586 3.505 0.78 -1.73 -0.72 0.082
H -4.207 -7.256 0.889 0.03 -0.05 0.02 0.137
H -2.467 -11.735 2.404 -0.01 0.06 -0.02 0.139
H -2.590 -10.967 -1.078 0.06 -0.19 0.36 0.116
H -4.093 -8.028 4.371 -0.04 0.17 -0.34 0.118
```
Positions in Å, forces in eV/Å.

Its total energy is -178601.9496 eV. The value obtained for the HOMO-LUMO gap is 6.082 eV. Its net charge is 0. As for the SMILES: C[C@@H](F)C[C@@]1(CCCCn2cccc2)OS(=O)(=O)O[C@H]1C[C@@H](C)I.O=C1C=C(O)C(=O)C=C1O.O=C1C=C(O)C(=O)C=C1O.O=C1C=C(O)C(=O)C=C1O.O=C1C=C(O)C(=O)C=C1O.O=C1C=C(O)C(=O)C=C1O.O=C1C=C(O)C(=O)C=C1O.O=C1C=C(O)C(=O)C=C1O.O=C1C=C(O)C(=O)C=C1O.O=C1C=C(O)C(=O)C=C1O. The calculation puts the largest force on an atom at 7.000 eV/A.

---

No. 2
The following is a quantum chemistry calculation of a cluster of 5 separate species, C25H51N3O5SSi in total in a non-equilibrium geometry, from the OMol25 dataset.

The geometry in XYZ format:
```
86
Properties=species:S:1:pos:R:3:forces:R:3:lowdin_charge:R:1
C -0.127 0.032 -0.083 -0.64 0.15 -0.47 -0.118
C -0.514 -0.663 -1.470 0.34 -0.15 0.55 -0.225
C 0.608 -1.728 -1.978 -1.49 1.96 0.08 -0.271
N 0.082 -3.082 -1.639 1.70 -0.69 -0.58 -0.173
Si 1.316 -4.175 -0.961 -0.57 0.21 1.01 0.565
C 2.507 -3.370 0.296 0.67 0.57 0.41 -0.343
C 3.476 -4.522 0.860 -0.63 0.07 -0.12 -0.177
C 0.491 -5.706 -0.089 -0.01 -0.69 -0.71 -0.328
C -1.088 -5.821 -0.329 1.44 -1.87 1.29 -0.518
S -2.110 -4.477 0.434 0.48 0.49 1.13 0.879
C -1.452 -4.153 2.104 0.95 -0.33 4.88 -0.532
N -2.015 -4.358 3.384 1.48 0.35 -2.99 -0.004
N -1.137 -4.004 4.362 3.64 1.62 -2.19 -0.001
C 0.085 -3.526 3.749 -6.20 -2.55 -1.05 -0.049
O -0.181 -3.641 2.381 1.02 0.39 -0.13 -0.107
H -0.816 0.931 0.046 0.93 -1.10 0.02 0.064
H -0.315 -0.667 0.802 0.56 0.89 -1.19 0.072
H 0.937 0.437 -0.116 -1.33 -0.63 0.23 0.073
H -0.692 0.160 -2.230 0.21 -1.07 0.76 0.100
H -1.479 -1.264 -1.315 1.36 1.02 -0.41 0.084
H 0.744 -1.529 -3.087 -0.03 -0.65 1.19 0.112
H 1.577 -1.447 -1.460 -1.05 -0.68 -0.56 0.085
H -0.300 -3.541 -2.486 0.11 0.62 0.68 0.078
H 2.153 -4.682 -2.075 0.17 -0.16 0.00 -0.006
H 3.080 -2.543 -0.264 -0.51 -1.30 0.92 0.072
H 2.007 -2.862 1.179 0.35 -0.55 -1.20 0.064
H 4.375 -4.107 1.418 -1.01 -0.54 -0.99 0.074
H 3.760 -5.181 -0.029 0.07 0.73 1.42 0.065
H 2.904 -5.166 1.618 0.77 0.84 -1.16 0.066
H 0.958 -6.619 -0.618 -0.72 1.15 0.81 0.083
H 0.804 -5.805 1.004 -0.73 0.27 -1.40 0.069
H -1.275 -5.935 -1.441 -0.22 0.73 1.35 0.085
H -1.417 -6.807 0.159 0.28 1.44 -0.81 0.082
H 1.062 -3.163 4.177 -1.43 -0.49 -0.80 0.143
C -1.210 -2.685 8.142 -0.08 -0.42 0.15 -0.175
C -1.373 -1.278 8.677 -0.27 0.31 -0.07 -0.180
C 0.063 -0.794 8.735 0.32 0.02 0.12 -0.210
O 0.769 -1.466 7.684 -0.24 -0.06 0.12 -0.144
C -0.058 -2.520 7.171 0.11 0.17 -0.32 -0.223
H -2.109 -3.083 7.671 0.10 0.01 -0.02 0.115
H -0.921 -3.359 8.954 -0.03 0.01 -0.07 0.116
H -1.942 -0.674 7.963 0.02 -0.02 0.07 0.116
H -1.878 -1.230 9.643 0.05 0.01 -0.05 0.112
H 0.536 -1.067 9.685 -0.06 0.07 0.06 0.116
H 0.148 0.287 8.602 0.09 -0.07 -0.05 0.116
H -0.415 -2.217 6.182 -0.07 -0.10 0.05 0.089
H 0.533 -3.433 7.062 0.06 0.08 0.02 0.115
C 0.950 4.854 -1.682 0.03 -0.05 -0.44 -0.174
C -0.069 5.472 -0.751 -0.06 0.34 0.20 -0.178
C -0.401 4.311 0.168 -0.12 -0.30 0.11 -0.210
O 0.779 3.502 0.256 -0.06 0.26 -0.20 -0.153
C 1.708 3.929 -0.751 0.19 -0.04 0.25 -0.201
H 1.595 5.583 -2.175 0.00 -0.11 0.02 0.095
H 0.440 4.270 -2.456 0.05 0.03 0.02 0.119
H 0.394 6.281 -0.178 -0.06 -0.03 -0.03 0.116
H -0.945 5.874 -1.262 0.03 -0.04 0.05 0.113
H -1.203 3.692 -0.248 -0.08 0.07 0.01 0.111
H -0.697 4.638 1.167 0.06 -0.12 0.00 0.116
H 2.527 4.456 -0.249 0.06 0.00 -0.09 0.118
H 2.118 3.058 -1.266 -0.04 -0.03 0.11 0.114
C -5.229 -1.918 -2.067 0.03 -0.10 0.43 -0.175
C -5.929 -0.823 -2.843 -0.34 0.01 -0.27 -0.179
C -4.769 0.066 -3.248 0.25 0.22 0.05 -0.205
O -3.625 -0.786 -3.391 -0.28 -0.09 0.12 -0.147
C -3.934 -2.072 -2.840 0.19 -0.10 -0.27 -0.211
H -5.800 -2.846 -2.004 0.06 0.05 -0.01 0.115
H -5.019 -1.575 -1.049 0.00 -0.07 -0.05 0.118
H -6.405 -1.246 -3.734 0.00 0.06 0.05 0.115
H -6.691 -0.294 -2.268 0.06 -0.01 -0.04 0.114
H -4.543 0.804 -2.471 -0.08 0.05 -0.02 0.117
H -4.953 0.594 -4.187 0.12 -0.04 0.02 0.116
H -4.050 -2.774 -3.674 -0.01 -0.09 0.05 0.118
H -3.108 -2.411 -2.211 0.03 0.07 -0.07 0.086
C 4.154 6.687 -5.979 -0.04 -0.29 -0.33 -0.179
C 3.480 8.002 -5.654 0.14 0.42 0.02 -0.179
C 2.529 7.601 -4.543 -0.30 -0.12 0.13 -0.206
O 3.143 6.509 -3.844 0.11 0.14 -0.30 -0.160
C 4.260 6.040 -4.612 0.16 -0.05 0.31 -0.202
H 5.121 6.799 -6.473 -0.05 -0.02 0.05 0.114
H 3.506 6.088 -6.627 0.08 0.02 0.03 0.116
H 4.220 8.714 -5.274 -0.07 -0.01 -0.04 0.116
H 2.973 8.459 -6.505 0.01 -0.03 0.07 0.114
H 1.574 7.247 -4.945 -0.03 0.09 -0.03 0.118
H 2.331 8.418 -3.845 0.01 -0.12 0.05 0.118
H 5.175 6.350 -4.096 0.05 -0.06 -0.06 0.118
H 4.240 4.949 -4.661 -0.07 0.05 0.10 0.118
```
Positions in Å, forces in eV/Å.

Its total energy is -60167.8099 eV. The value obtained for the HOMO-LUMO gap is 8.939 eV. Its net charge is 0. As for the SMILES: CCCN[Si@@H](CC)CCSc1nnco1.C1CCOC1.C1CCOC1.C1CCOC1.C1CCOC1. The calculation puts the largest force on an atom at 6.791 eV/A.